Arrangement w

Density functional theory data (wB97M-V/def2-TZVPD) for C18H25N3O2 in the gas phase.

Structure (ORCA input):
```
! RIJCOSX wB97M-V def2-TZVPD def2/J DEFGRID3
* xyz 0 1
C -3.784 -3.476 1.643
C -3.123 -2.844 0.425
C -4.039 -1.823 -0.244
C -3.368 -1.146 -1.441
N -2.234 -0.360 -1.035
N -0.993 -0.828 -1.179
C -0.199 0.117 -0.674
C 1.203 0.115 -0.591
C 1.822 1.202 -0.028
C 3.303 1.282 0.131
O 3.833 1.842 1.072
N 4.011 0.717 -0.878
C 5.451 0.587 -0.836
C 5.873 -0.849 -0.623
C 5.708 -1.450 0.742
C 7.078 -1.153 0.215
C 1.065 2.289 0.477
C -0.296 2.322 0.405
C -0.964 1.231 -0.183
C -2.285 0.849 -0.446
O -3.505 1.401 -0.261
C -3.549 2.717 0.267
C -5.004 3.154 0.297
H -4.027 -2.718 2.384
H -3.119 -4.203 2.103
H -4.704 -3.984 1.360
H -2.865 -3.622 -0.296
H -2.194 -2.357 0.726
H -4.949 -2.316 -0.592
H -4.328 -1.056 0.477
H -4.080 -0.485 -1.943
H -2.994 -1.894 -2.143
H 1.742 -0.753 -0.938
H 3.519 0.241 -1.615
H 5.786 1.207 -0.001
H 5.877 0.978 -1.768
H 5.686 -1.494 -1.474
H 5.396 -2.480 0.819
H 5.314 -0.814 1.519
H 7.710 -1.979 -0.076
H 7.618 -0.323 0.644
H 1.612 3.100 0.933
H -0.840 3.167 0.798
H -3.127 2.721 1.281
H -2.957 3.390 -0.366
H -5.077 4.159 0.702
H -5.584 2.476 0.917
H -5.417 3.144 -0.708
*
```

Frontier orbital gap in eV: 8.32
SMILES: CCCCn1nc2cc(C(=O)NCC3CC3)ccc2c1OCC
E_HOMO in eV: -7.670

=====

Arrangement x

Density functional theory data (wB97M-V/def2-TZVPD) for C18H25N3O2 in the gas phase.

Structure (ORCA input):
```
! RIJCOSX wB97M-V def2-TZVPD def2/J DEFGRID3
* xyz 0 1
C -1.661 -4.644 0.731
C -1.708 -3.165 0.497
C -0.725 -2.541 -0.264
C -0.760 -1.180 -0.486
C -1.772 -0.386 0.049
C -1.740 1.111 -0.226
C -0.431 1.600 0.286
N -0.278 2.191 1.436
O 1.062 2.410 1.551
C 1.628 1.932 0.438
C 3.115 1.926 0.303
N 3.667 0.591 0.174
C 3.313 -0.255 1.300
C 3.369 -0.020 -1.110
C 4.202 -1.280 -1.368
O 3.708 -2.439 -0.743
N 0.752 1.426 -0.377
C -1.924 1.375 -1.730
C -3.430 1.219 -1.921
C -4.062 1.756 -0.625
C -2.904 1.912 0.372
C -2.753 -1.008 0.806
C -2.720 -2.377 1.022
H -1.766 -5.179 -0.212
H -0.706 -4.929 1.170
H -2.460 -4.958 1.398
H 0.073 -3.137 -0.686
H 0.015 -0.714 -1.077
H 3.536 2.396 1.196
H 3.403 2.509 -0.576
H 3.593 0.250 2.223
H 2.239 -0.492 1.338
H 3.867 -1.187 1.228
H 3.615 0.712 -1.883
H 2.299 -0.267 -1.207
H 5.213 -1.138 -0.981
H 4.260 -1.440 -2.454
H 2.777 -2.540 -0.973
H -1.611 2.396 -1.956
H -1.349 0.693 -2.352
H -3.671 0.162 -2.045
H -3.784 1.751 -2.803
H -4.552 2.714 -0.793
H -4.816 1.063 -0.252
H -2.595 2.957 0.430
H -3.152 1.600 1.383
H -3.561 -0.441 1.238
H -3.499 -2.835 1.614
*
```

Frontier orbital gap in eV: 9.59
SMILES: Cc1ccc(C2(c3noc(CN(C)CCO)n3)CCCC2)cc1
E_HOMO in eV: -8.878

=====

Most stable: arrangement w

=====

Arrangement w

Density functional theory data (wB97M-V/def2-TZVPD) for 2 unconnected molecules or ions with the total composition CH3NO4.

Structure (ORCA input):
```
! RIJCOSX wB97M-V def2-TZVPD def2/J DEFGRID3
* xyz 0 1
O 0.186 -0.461 3.395
N -0.439 -0.059 2.498
O -1.082 -0.675 1.722
O -0.565 1.268 2.403
H -1.224 1.482 1.731
C 0.500 -0.312 -0.333
O 0.557 0.854 -0.615
H -0.351 -0.999 -0.475
H 1.330 -0.639 0.276
*
```

Frontier orbital gap in eV: 10.50
SMILES: O=[N+]([O-])O.C=O
E_HOMO in eV: -10.282

=====

Arrangement x

Density functional theory data (wB97M-V/def2-TZVPD) for CH3NO4 in the gas phase.

Structure (ORCA input):
```
! RIJCOSX wB97M-V def2-TZVPD def2/J DEFGRID3
* xyz 0 1
O 2.034 -0.443 0.589
N 1.101 -0.252 -0.132
O 1.168 0.183 -1.227
C -0.580 -0.334 0.412
O -1.236 -0.153 -0.773
O -0.585 0.784 1.236
H -0.600 -1.302 0.819
H -0.566 -0.020 -1.514
H -0.736 1.536 0.590
*
```

Frontier orbital gap in eV: 11.17
SMILES: O=[N+]([O-])C(O)O
E_HOMO in eV: -10.562

=====

Most stable: arrangement x

=====

Arrangement w

Density functional theory data (wB97M-V/def2-TZVPD) for 2 unconnected molecules or ions with the total composition C9H17N3O.

Structure (ORCA input):
```
! RIJCOSX wB97M-V def2-TZVPD def2/J DEFGRID3
* xyz 0 1
C -3.781 -1.344 0.986
C -2.449 -0.939 0.972
C -4.511 -0.311 0.258
C -1.732 2.381 -0.472
C 1.713 0.364 -1.428
C 2.941 0.346 0.653
C 2.868 -1.707 -0.639
C -1.271 1.039 0.130
C 2.131 -0.548 -0.248
N -3.634 0.521 -0.171
N -2.350 0.218 0.164
N -5.844 -0.060 0.045
O 0.948 -1.027 0.391
H -4.149 -2.191 1.591
H -1.546 -1.567 1.191
H -1.276 3.274 0.070
H -1.504 2.388 -1.515
H -2.775 2.438 -0.422
H 0.967 0.013 -2.111
H 1.304 1.299 -0.945
H 2.642 0.426 -2.010
H 2.334 0.887 1.256
H 3.642 1.099 0.087
H 3.658 -0.204 1.259
H 2.936 -2.224 0.226
H 2.325 -2.321 -1.347
H 3.860 -1.467 -1.041
H 0.189 -0.357 0.497
H -6.338 -0.919 -0.025
H -5.993 0.609 -0.572
*
```

Frontier orbital gap in eV: 8.85
E_HOMO in eV: -9.022

=====

Arrangement x

Density functional theory data (wB97M-V/def2-TZVPD) for 2 unconnected molecules or ions with the total composition C9H17N3O.

Structure (ORCA input):
```
! RIJCOSX wB97M-V def2-TZVPD def2/J DEFGRID3
* xyz 0 1
C 0.306 -0.898 1.154
C 2.426 -2.361 1.082
C 0.447 -1.169 -1.134
C -2.670 1.145 0.891
C 0.867 -2.234 0.979
C 0.979 -2.421 -0.579
C -0.095 1.055 -0.288
C 0.001 1.507 -1.692
C -2.167 3.436 0.773
N 0.228 -0.236 -0.169
N 2.455 -2.785 -0.348
N -2.911 2.356 0.348
O 3.368 -1.946 -1.178
H -0.678 -1.095 1.526
H 1.072 -0.287 1.611
H 2.785 -1.375 1.309
H 2.972 -3.192 1.550
H 3.221 -2.139 -2.179
H 0.366 -0.816 -2.178
H -2.775 0.258 0.405
H -1.987 1.170 1.770
H 0.301 -2.960 1.535
H 0.387 -3.308 -0.897
H 0.208 2.559 -1.722
H -0.832 1.427 -2.462
H 0.833 0.913 -2.289
H -2.077 4.114 -0.035
H -2.528 3.894 1.730
H -0.988 2.999 0.978
H -3.515 2.388 -0.491
*
```

Frontier orbital gap (spin up / spin down) in eV: 8.18 / 5.06
E_HOMO (spin up / spin down) in eV: -7.431 / -5.561

=====

Most stable: arrangement w

=====

Arrangement w

Density functional theory data (wB97M-V/def2-TZVPD) for C17H22N4O3S in the gas phase.

Structure (ORCA input):
```
! RIJCOSX wB97M-V def2-TZVPD def2/J DEFGRID3
* xyz 0 1
O 2.228 -0.773 0.926
C 1.536 -1.658 1.404
C 1.250 -2.928 0.609
S 0.709 -2.429 -1.054
C -0.514 -1.307 -0.539
N -1.129 -1.344 0.613
N -1.977 -0.314 0.649
C -1.886 0.344 -0.484
C -2.695 1.491 -0.798
C -2.785 2.320 -1.892
C -3.796 3.258 -1.590
C -4.244 2.936 -0.344
O -3.589 1.877 0.139
N -0.950 -0.258 -1.293
C -0.432 0.128 -2.573
C 0.507 1.354 -2.474
C 1.870 1.020 -1.868
C 2.637 0.512 -3.087
C 2.033 1.344 -4.225
O 0.774 1.836 -3.776
N 1.023 -1.578 2.634
C 0.062 -2.462 3.268
C -0.435 -1.664 4.475
C 0.751 -0.764 4.812
C 1.261 -0.383 3.429
H 0.488 -3.565 1.047
H 2.175 -3.484 0.457
H -2.213 2.290 -2.795
H -4.135 4.057 -2.215
H -4.998 3.374 0.281
H -1.259 0.366 -3.247
H 0.115 -0.724 -2.983
H -0.010 2.148 -1.923
H 2.326 1.936 -1.492
H 1.828 0.300 -1.054
H 2.451 -0.551 -3.241
H 3.709 0.664 -2.996
H 2.659 2.210 -4.467
H 1.883 0.758 -5.138
H 0.556 -3.390 3.582
H -0.757 -2.687 2.583
H -1.288 -1.056 4.178
H -0.729 -2.309 5.301
H 1.513 -1.326 5.353
H 0.468 0.104 5.401
H 0.690 0.454 3.011
H 2.321 -0.125 3.398
*
```

Frontier orbital gap in eV: 8.60
SMILES: O=C(CSc1nnc(-c2ccco2)n1C[C@H]1CCCO1)N1CCCC1
E_HOMO in eV: -7.954

=====

Arrangement x

Density functional theory data (wB97M-V/def2-TZVPD) for C17H22N4O3S in the gas phase.

Structure (ORCA input):
```
! RIJCOSX wB97M-V def2-TZVPD def2/J DEFGRID3
* xyz 0 1
C 7.248 -0.368 -0.495
C 5.885 -1.038 -0.620
C 4.970 -0.640 0.538
N 3.676 -1.273 0.432
C 2.534 -0.587 0.273
O 2.481 0.635 0.245
C 1.337 -1.455 0.159
O 1.550 -2.780 0.324
N 0.381 -3.443 0.223
C -0.559 -2.567 -0.011
C -1.968 -2.984 -0.131
S -2.918 -2.322 1.288
C -4.212 -1.481 0.437
C -4.978 -0.548 1.131
C -5.981 0.101 0.439
C -6.184 -0.203 -0.902
C -5.372 -1.160 -1.484
N -4.415 -1.793 -0.829
C -0.007 -1.243 -0.070
C -0.818 -0.029 -0.372
O -1.976 -0.130 -0.743
N -0.185 1.139 -0.209
C -0.841 2.407 -0.422
C -0.761 3.281 0.829
C -1.434 4.629 0.606
H 7.732 -0.657 0.436
H 7.890 -0.660 -1.321
H 7.143 0.714 -0.506
H 6.009 -2.123 -0.625
H 5.416 -0.747 -1.561
H 5.430 -0.922 1.491
H 4.797 0.438 0.534
H 3.642 -2.281 0.438
H -2.038 -4.070 -0.124
H -2.462 -2.548 -1.002
H -4.772 -0.344 2.170
H -6.593 0.841 0.933
H -6.951 0.291 -1.476
H -5.485 -1.445 -2.522
H 0.802 1.156 0.043
H -0.368 2.924 -1.264
H -1.883 2.195 -0.678
H -1.244 2.760 1.658
H 0.289 3.430 1.090
H -0.953 5.165 -0.210
H -2.483 4.495 0.357
H -1.368 5.240 1.503
*
```

Frontier orbital gap in eV: 8.20
SMILES: CCCNC(=O)c1onc(CSc2ccccn2)c1C(=O)NCCC
E_HOMO in eV: -8.148

=====

Most stable: arrangement x